1.
Formula: C5H11N2
Source: the OMol25 dataset
Level of theory: the ωB97M-V functional and the def2-TZVPD basis

## Properties
- LUMO energy (spin up / spin down): -8.1313 / -11.7210 eV
- Orbital gap (spin up / spin down): 11.08 / 8.58 eV
- E_tot: -8323.3461 eV

Geometry as ORCA input:
```
! RIJCOSX wB97M-V def2-TZVPD def2/J DEFGRID3
* xyz 2 2
C 0.53874 0.48529 -2.06077
C 0.55251 -0.71653 -1.06444
C -0.25761 -0.63806 0.20802
C 0.22879 -0.17356 1.40788
N -0.58063 -0.23109 2.52786
C -0.76322 -1.18188 3.33621
N -0.21302 1.72487 -1.55133
H 1.57998 0.79377 -2.18965
H 0.09599 0.20612 -3.01562
H 0.15787 -1.58147 -1.61162
H 1.58377 -0.99667 -0.81187
H -1.20436 -1.17893 0.24397
H 1.09702 0.47946 1.46966
H -0.30532 -2.16638 3.25260
H -1.48862 -0.94806 4.13033
H 0.47946 2.29363 -1.06160
H -0.95606 1.52258 -0.88506
H -0.54529 2.30690 -2.32456
*
```

2.
Formula: C12H20
Source: the OMol25 dataset
Level of theory: the ωB97M-V functional and the def2-TZVPD basis

## Properties
- LUMO energy: 0.9160 eV
- Orbital gap: 9.78 eV
- E_tot: -12767.4206 eV
- Structure (SMILES): CCc1ccccc1.CC(C)C

Geometry as ORCA input:
```
! RIJCOSX wB97M-V def2-TZVPD def2/J DEFGRID3
* xyz 0 1
C 2.08362 3.05636 0.88354
C 1.81850 1.54437 0.86486
C 0.45110 1.08941 1.20960
C -0.72297 1.74045 0.79360
C -1.96454 1.34667 1.26706
C -2.09726 0.45455 2.31018
C -0.92871 -0.28511 2.60521
C 0.26809 -0.10761 1.93573
H 1.34552 3.75463 0.50301
H 3.00905 3.47623 0.47930
H 2.15558 3.23299 1.96373
H 2.18898 1.17882 -0.09864
H 2.56052 1.17084 1.59170
H -0.58175 2.45702 -0.01448
H -2.86228 1.88405 0.97326
H -2.92561 0.17922 2.92312
H -1.07641 -1.08767 3.34310
H 1.12397 -0.69722 2.25856
C -1.34574 -2.53429 -1.11766
C -0.03051 -1.86538 -1.57678
C 0.59139 -2.44157 -2.86417
C -0.21489 -0.34450 -1.75502
H -2.22004 -2.25490 -1.66025
H -1.56146 -1.97320 -0.18414
H -1.15152 -3.56133 -0.85664
H 0.68373 -1.99560 -0.76882
H -0.19460 -2.52481 -3.61954
H 1.34511 -1.76724 -3.26170
H 1.13029 -3.38939 -2.75826
H -0.98792 -0.04346 -2.46110
H -0.61451 0.18193 -0.87706
H 0.72528 0.12575 -2.03131
*
```

3.
Formula: C40H48N3O4P2ReSSi2
Source: the OMol25 dataset
Level of theory: the ωB97M-V functional and the def2-TZVPD basis

## Properties
- LUMO energy (spin up / spin down): -3.3392 / -3.3635 eV
- Orbital gap (spin up / spin down): 6.44 / 6.46 eV
- E_tot: -102218.6114 eV

Geometry as ORCA input:
```
! RIJCOSX wB97M-V def2-TZVPD def2/J DEFGRID3
* xyz 1 2
Re 0.55440 -0.35530 0.68396
O -0.61563 -1.92383 4.43644
C 0.00884 -1.55520 3.34013
O -0.52426 -0.84560 2.47363
C 1.38025 -1.99079 3.13940
C 2.19696 -2.71842 3.99266
C 3.50781 -2.94004 3.59990
C 3.96903 -2.40513 2.39881
C 3.09245 -1.68862 1.61113
N 1.81871 -1.51629 1.96362
C 3.41533 -0.96289 0.33937
O 4.49897 -0.98982 -0.18229
O 2.37889 -0.26976 -0.10986
H -1.50775 -1.54534 4.45077
H 1.80956 -3.08385 4.93301
H 4.17458 -3.50772 4.23343
H 4.99070 -2.52397 2.06557
C 1.36132 1.51440 4.30096
Si 1.86473 2.27570 2.66411
C 3.65192 1.85526 2.32317
C 1.65934 4.13240 2.72039
N 0.82732 1.61196 1.42966
P 0.05841 2.27019 0.16059
C -0.22387 0.80944 -0.70035
P -1.32544 -0.34716 -1.28055
N -0.91938 -1.55149 -0.25710
Si -1.43066 -3.22950 -0.21109
C -3.25825 -3.33422 0.17635
C -0.46721 -4.09562 1.13841
C -1.11629 -4.07299 -1.84791
C -3.02821 0.19853 -1.08750
C -3.59288 0.14416 0.18650
C -4.85676 0.66290 0.40909
C -5.56576 1.23574 -0.63905
C -5.00337 1.30793 -1.90494
C -3.73266 0.79834 -2.12933
C -1.06234 -0.79330 -2.99955
C -2.02940 -1.46123 -3.74882
C -1.73755 -1.89046 -5.03317
C -0.47739 -1.66121 -5.57059
C 0.49129 -1.00183 -4.82678
C 0.20123 -0.56564 -3.54299
C 1.05813 3.46281 -0.73315
C 2.19921 2.96672 -1.36781
C 3.05779 3.83681 -2.01766
C 2.77973 5.19867 -2.03933
C 1.64802 5.69367 -1.40840
C 0.78679 4.82735 -0.75002
C -1.48451 3.07382 0.61478
C -2.30939 3.60545 -0.37632
C -3.52842 4.16475 -0.03470
C -3.93059 4.19370 1.29556
C -3.11803 3.65695 2.28280
C -1.89568 3.09421 1.94297
H 1.90708 1.98247 5.12375
H 1.59480 0.44759 4.33459
H 0.29373 1.63958 4.49681
H 4.30866 2.41308 2.99486
H 3.92842 2.10844 1.29714
H 3.86428 0.79548 2.47563
H 2.19429 4.53263 3.58512
H 0.61439 4.43843 2.80818
H 2.07664 4.60584 1.82962
H -3.49340 -2.90441 1.15298
H -3.58331 -4.37744 0.18419
H -3.86109 -2.80893 -0.56841
H -0.79597 -3.80563 2.13748
H 0.60460 -3.90765 1.04296
H -0.62602 -5.17392 1.05948
H -1.90066 -3.86939 -2.57576
H -1.07559 -5.15581 -1.70518
H -0.16619 -3.74261 -2.27042
H -3.03637 -0.31176 0.99780
H -5.29357 0.61749 1.39803
H -6.55811 1.63156 -0.46623
H -5.55319 1.76127 -2.71912
H -3.29214 0.87139 -3.11559
H -3.01157 -1.65128 -3.33067
H -2.49069 -2.40518 -5.61473
H -0.25110 -1.99637 -6.57428
H 1.47110 -0.82158 -5.24893
H 0.95164 -0.04876 -2.95594
H 2.41743 1.90384 -1.33404
H 3.94584 3.45554 -2.50388
H 3.45176 5.87683 -2.54861
H 1.43743 6.75459 -1.42384
H -0.08906 5.21695 -0.24623
H -1.99667 3.58307 -1.41481
H -4.16807 4.57612 -0.80421
H -4.88177 4.63653 1.56097
H -3.43299 3.68119 3.31777
H -1.25741 2.66311 2.70450
C 2.24877 -5.47959 -1.40987
S 2.56530 -3.76859 -0.94713
C 3.30896 -3.16210 -2.47000
H 1.60588 -5.53883 -2.28701
H 1.74344 -5.95596 -0.57089
H 3.18341 -6.00376 -1.60246
H 4.18797 -3.75013 -2.72924
H 3.61973 -2.13491 -2.28339
H 2.58938 -3.18306 -3.28881
*
```